This record from OMol25 describes C4H9NOS in the gas phase in a non-equilibrium geometry. The level of theory is the ωB97M-V functional and the def2-TZVPD basis.

```
16
C4H9NOS | OMol25 | the ωB97M-V functional and the def2-TZVPD basis
N 1.582 -1.397 -0.290
C 0.960 -0.199 0.451
C 0.044 -0.726 1.486
O 0.218 -0.291 2.648
C 0.128 0.160 -0.821
C -0.882 1.286 -0.576
S -2.725 0.864 -0.986
H 1.722 -1.220 -1.298
H 2.385 -1.625 0.256
H 1.558 0.634 0.991
H -0.787 -1.495 1.166
H -0.545 -0.822 -1.123
H 0.915 0.648 -1.438
H -0.893 1.663 0.524
H -0.832 2.188 -1.209
H -2.849 0.332 0.219
```

Output
2S+1: 1
F_max in hartree/bohr: 0.0686
Energy relative to the best compared isomer or geometry (same formula, charge and spin) in kcal per mole: 75.1
Gap between HOMO and LUMO in eV: 9.98